# C24H42CrF5O31P4

C24H42CrF5O31P4 as an isolated structure in a non-equilibrium geometry (ωB97M-V/def2-TZVPD, the OMol25 dataset).

Structure (XYZ):
```
107
Properties=species:S:1:pos:R:3:forces:R:3
Cr 10.9770 5.3140 -10.1663 -0.01 2.65 -2.65
P 10.9548 3.2043 -9.2072 -2.57 1.34 -1.62
O 11.8376 4.3953 -8.6633 1.59 -1.56 3.24
O 10.8900 1.8219 -8.5328 0.55 1.50 -0.69
O 11.3814 3.4261 -10.7388 0.23 -1.88 0.63
O 9.5415 4.0208 -9.3347 0.30 -2.14 1.52
C 11.3308 5.2825 -5.5246 0.36 0.43 0.38
C 12.5521 5.3003 -4.6066 -0.26 0.66 -2.55
O 12.2078 4.5573 -3.5024 0.12 1.10 0.11
C 10.8292 4.5892 -3.4187 -0.45 -3.26 0.19
O 10.2547 4.0168 -2.5229 0.42 1.83 -0.99
O 10.3316 4.9495 -4.6085 -1.85 0.04 1.52
F 12.7841 6.6487 -4.2990 0.47 -0.96 0.39
H 11.3986 4.5529 -6.3316 -0.08 -0.01 -0.13
H 11.1030 6.2763 -5.9101 0.28 -0.11 -0.15
H 13.3129 4.8541 -5.2470 1.08 0.33 1.10
C 12.6177 0.7712 -6.1197 0.11 1.11 -2.78
C 11.7899 -0.3178 -6.8809 0.76 1.68 1.14
O 11.9747 -1.3321 -5.9356 0.92 -2.12 -0.16
C 13.2612 -1.2592 -5.3979 -0.46 1.05 2.12
O 13.7967 -2.0681 -4.6725 -1.00 1.06 -2.09
O 13.6902 0.0453 -5.5568 -0.36 -1.91 0.52
F 12.3856 -0.6328 -8.0649 0.44 -0.38 0.06
H 12.0818 1.4125 -5.4200 -0.18 -0.58 0.36
H 13.0793 1.4353 -6.8504 -0.25 0.06 -0.07
H 10.7513 -0.1192 -7.1454 0.17 -0.07 0.78
C 8.1838 0.9095 -11.1284 0.95 -1.60 0.68
C 8.5640 -0.1292 -10.0268 0.69 0.87 -2.30
O 8.8662 -1.3040 -10.8554 1.65 0.57 3.54
C 8.1480 -1.2515 -11.9051 -0.58 -2.34 -6.32
O 8.0548 -2.1866 -12.7519 -0.23 3.09 3.20
O 7.6907 -0.0050 -12.1583 -0.25 0.62 0.46
F 7.4954 -0.4722 -9.3637 -2.33 -0.71 1.76
H 9.1207 1.3924 -11.4062 -0.18 0.23 -0.49
H 7.4407 1.6431 -10.8159 -0.02 -0.35 -0.14
H 9.3332 0.1785 -9.3185 0.65 -0.35 -0.57
C 8.0451 2.0311 -7.3275 1.85 -1.01 0.49
C 8.9612 1.8955 -6.0363 0.89 0.36 -1.53
O 8.8556 0.5071 -5.5777 -1.51 0.98 -1.78
C 7.7323 -0.0120 -6.2114 -1.97 0.57 0.99
O 7.1868 -1.0744 -5.9532 1.77 2.65 -1.08
O 7.1725 1.0142 -7.0040 -2.39 -3.57 1.21
F 8.5742 2.7417 -5.0289 0.08 -0.69 -0.45
H 8.4737 1.7007 -8.2736 1.21 0.36 0.47
H 7.5985 2.9632 -7.6735 -0.26 0.28 1.21
H 10.0019 2.0109 -6.3394 0.03 0.47 0.50
C 15.4075 3.7499 -9.6401 1.12 0.87 -1.11
C 14.8028 2.8366 -8.6800 -2.35 -3.08 -0.83
O 15.4211 2.9915 -7.4446 0.93 0.76 -0.05
C 15.9077 4.2619 -7.4876 -0.99 1.49 1.48
O 16.1159 4.9332 -6.4959 0.37 -1.15 -1.91
O 15.8876 4.7198 -8.7696 0.87 2.27 2.50
F 14.9222 1.5341 -9.1167 0.33 0.06 0.36
H 14.6864 4.2014 -10.3214 -0.01 -0.21 -0.04
H 16.3387 3.4545 -10.1235 -0.51 -1.04 -0.59
H 13.7343 3.0246 -8.5756 -0.16 0.13 0.10
C 12.5417 10.1146 -9.8540 1.11 0.35 -2.55
O 11.4895 9.9654 -8.9997 -2.33 -1.90 2.58
P 11.1710 8.4418 -8.3881 0.28 2.33 -0.44
O 10.8888 7.3597 -9.3842 0.90 1.13 1.59
O 12.4892 8.3747 -7.3763 -2.50 -0.62 -2.08
C 13.3667 7.3109 -7.7146 1.93 -0.96 0.49
O 9.8942 8.8128 -7.5006 3.85 1.91 -2.84
C 9.0645 7.8244 -7.0317 -1.27 0.39 1.50
H 13.2533 10.9320 -9.7373 0.18 0.00 1.71
H 12.1210 10.5202 -10.7741 -0.13 -0.94 -0.73
H 13.0819 9.1766 -9.9823 0.12 0.18 -0.50
H 14.2221 7.4851 -7.0619 -0.14 -0.58 0.35
H 13.8373 7.2721 -8.6970 -0.56 0.85 -0.56
H 12.9328 6.3129 -7.6529 -0.23 0.01 0.52
H 8.0766 8.1869 -7.3157 -0.31 -0.93 -0.10
H 9.1985 8.1006 -5.9858 -0.72 -1.66 0.72
H 9.3441 6.8276 -7.3729 -0.40 -0.09 0.23
C 13.7400 -2.7695 -10.2226 -1.82 -1.73 0.03
O 14.2829 -1.5927 -10.6284 2.29 2.74 -1.08
P 14.3004 -1.1456 -12.1691 -2.25 1.10 -0.65
O 14.7467 -2.1949 -13.1432 -0.68 1.67 1.59
O 15.0686 0.2672 -12.1212 -0.20 -1.35 0.67
C 16.4571 0.2938 -11.8777 1.17 0.51 -0.82
O 12.7856 -0.5457 -12.4274 1.16 0.08 -0.54
C 12.2116 0.6534 -11.7704 0.56 -0.47 2.59
H 12.9442 -2.5144 -9.5229 -0.19 -0.33 -0.06
H 14.4096 -3.4685 -9.7214 0.47 0.27 -0.14
H 13.3473 -3.2246 -11.1319 -0.41 -0.79 0.41
H 16.9046 -0.3671 -11.1354 -0.78 -0.34 0.25
H 16.7391 1.3055 -11.5864 -0.24 0.04 -0.03
H 16.9411 0.0713 -12.8287 0.28 0.02 -0.02
H 12.9025 1.4126 -11.4038 0.68 -0.24 -0.75
H 11.8340 0.2981 -10.8116 -0.23 -0.26 0.10
H 11.3855 1.2553 -12.1491 0.18 -0.79 -1.49
C 5.8675 3.9717 -10.1718 0.43 -0.83 -2.01
O 5.7015 4.4420 -8.8803 -2.01 0.75 2.62
P 4.2875 5.0414 -8.3296 0.63 0.09 -0.16
O 4.0057 6.3677 -8.9038 -0.33 -0.67 0.74
O 4.4002 5.0471 -6.6698 -1.88 2.03 -5.46
C 5.2202 4.2428 -5.9729 1.01 -1.80 2.58
O 3.1887 3.8980 -8.7186 1.60 0.74 0.56
C 1.8514 3.8358 -8.2150 0.69 -1.43 -0.23
H 6.9321 3.7945 -10.3251 0.09 -0.07 0.28
H 5.5800 4.6406 -10.9830 -0.23 0.60 0.38
H 5.2971 3.0607 -10.3530 0.03 -0.24 0.25
H 5.4497 3.2661 -6.3987 -0.01 0.06 -0.32
H 4.5906 4.0823 -5.0977 0.75 -0.54 0.69
H 6.1408 4.7541 -5.6919 0.11 -0.10 -0.02
H 1.1935 4.1221 -9.0355 -0.26 0.82 0.66
H 1.7847 4.2184 -7.1965 -0.39 0.82 -0.42
H 1.6651 2.7697 -8.0851 -0.02 -0.19 -0.02
```
Positions in Å, forces in eV/Å.

Values from the calculation:
Molar mass: 1097.45 Da
F_max: 6.8 eV/Å
Gap between HOMO and LUMO (spin up / spin down): 3.051 / 6.936 eV
Multiplicity: 6
Total charge: -2